(1)
This record from the OMol25 dataset describes an isolated molecule of C2H5FO2. The level of theory is ωB97M-V/def2-TZVPD.

Geometry as ORCA input:
```
! RIJCOSX wB97M-V def2-TZVPD def2/J DEFGRID3
* xyz 0 1
C -1.1805 -0.3932 -0.6710
O 0.1324 -0.0753 -0.8940
O 1.0489 -0.5013 0.1048
C 2.0601 0.5701 0.3572
F 3.1113 0.6014 -0.5582
H -1.2708 -1.4882 -1.0249
H -1.8793 0.2168 -1.1419
H -1.5620 -0.3722 0.4605
H 1.4476 1.4008 0.4831
H 2.6177 0.3683 1.2011
*
```

## Properties
SMILES string: COOCF
HOMO-LUMO gap, eV: 10.95
HOMO level, eV: -9.93

Taken from the Mulliken analysis, the atomic charges in e are: -0.560 -0.189 -0.201 -0.003 -0.257 0.217 0.286 0.240 0.262 0.204

***

(2)
This record from the OMol25 dataset describes a 2-piece molecular cluster, C2H5FO2 overall. The level of theory is ωB97M-V/def2-TZVPD.

Geometry as ORCA input:
```
! RIJCOSX wB97M-V def2-TZVPD def2/J DEFGRID3
* xyz 0 1
C -1.4523 -0.5995 0.0720
C 1.7167 0.5115 0.0103
O -1.0277 0.6481 -0.4225
O -0.1252 1.3004 0.3894
F 1.5480 -0.7458 -0.4580
H -0.6455 -1.0548 0.6864
H -1.6189 -1.0826 -0.9978
H -2.5313 -0.4942 0.5372
H 2.0479 1.0170 -0.8093
H 2.0883 0.4999 0.9923
*
```

## Properties
HOMO-LUMO gap (spin up / spin down), eV: 9.24 / 9.25
HOMO level (spin up / spin down), eV: -9.02 / -9.03

Taken from the Mulliken analysis, the atomic charges in e are: -0.413 0.005 -0.145 -0.371 -0.206 0.239 0.173 0.216 0.263 0.239

***

Quick one: most stable of them? (1)

***

(1)
This record from the OMol25 dataset describes an isolated molecule of C2H4OS2. The level of theory is ωB97M-V/def2-TZVPD.

Geometry as ORCA input:
```
! RIJCOSX wB97M-V def2-TZVPD def2/J DEFGRID3
* xyz 0 1
C 0.3030 -0.1436 0.1521
C 1.0383 0.4820 -0.9140
O -1.5461 1.4591 -1.4036
S -1.6746 0.2945 -0.5054
S 1.1284 2.1189 -0.8665
H 0.2479 -1.2039 0.1333
H 0.1997 0.2979 1.0584
H 1.4667 0.0545 -1.9146
H -2.0402 0.9040 0.6414
*
```

## Properties
HOMO-LUMO gap, eV: 7.96
HOMO level, eV: -8.68

Taken from the Mulliken analysis, the atomic charges in e are: -0.836 -0.105 -0.490 0.368 -0.155 0.323 0.447 0.281 0.168

***

(2)
This record from the OMol25 dataset describes an isolated molecule of C2H4OS2. The level of theory is ωB97M-V/def2-TZVPD.

Geometry as ORCA input:
```
! RIJCOSX wB97M-V def2-TZVPD def2/J DEFGRID3
* xyz 0 1
C -0.6287 0.7475 -0.3230
C 1.1786 -1.1864 0.4927
O -2.6252 2.2262 -0.9299
S -1.2415 2.2562 -0.4938
S 1.0455 0.4674 -0.2560
H -1.5000 -0.1588 -0.6401
H 2.1972 -1.5821 0.4344
H 0.4966 -1.9203 0.1652
H 1.0774 -0.8498 1.5505
*
```

## Properties
HOMO-LUMO gap, eV: 8.18
HOMO level, eV: -8.34

Taken from the Mulliken analysis, the atomic charges in e are: -0.091 -0.819 -0.505 0.320 -0.024 0.231 0.306 0.295 0.286

***

Quick one: most stable of them? (2)

***

(1)
This record from the OMol25 dataset describes an isolated molecule of C2H4OS2. The level of theory is ωB97M-V/def2-TZVPD.

Geometry as ORCA input:
```
! RIJCOSX wB97M-V def2-TZVPD def2/J DEFGRID3
* xyz 0 1
C 0.2769 0.6772 0.0168
C -1.1508 0.2540 -0.1796
O 1.8646 -1.4130 -0.5275
S 1.4588 -0.6829 0.6802
S -1.7578 -1.1635 0.2916
H 0.6450 0.8924 -1.0277
H 0.3175 1.8171 0.4081
H -1.8482 0.9044 -0.7648
H 0.1940 -1.2855 1.1029
*
```

## Properties
HOMO-LUMO gap, eV: 8.19
HOMO level, eV: -8.83

Taken from the Mulliken analysis, the atomic charges in e are: -0.460 -0.079 -0.548 0.308 -0.279 0.269 0.328 0.295 0.167

***

(2)
This record from the OMol25 dataset describes a 2-piece molecular cluster, C2H4OS2 overall. The level of theory is ωB97M-V/def2-TZVPD.

Geometry as ORCA input:
```
! RIJCOSX wB97M-V def2-TZVPD def2/J DEFGRID3
* xyz 0 1
C -0.0488 -0.9324 -0.3848
C -0.1193 1.3206 1.0328
O 0.1429 -2.1998 -2.5079
S -0.5591 -2.2793 -1.2041
S -0.3419 -0.4838 1.1929
H 1.1066 0.0562 -1.1501
H -0.9237 1.7151 1.6085
H -0.0699 1.3414 -0.0156
H 0.8131 1.4620 1.4284
*
```

## Properties
HOMO-LUMO gap (spin up / spin down), eV: 7.71 / 7.72
HOMO level (spin up / spin down), eV: -8.28 / -8.28

Taken from the Mulliken analysis, the atomic charges in e are: -0.144 -0.748 -0.515 0.301 -0.004 0.237 0.325 0.236 0.312

***

(3)
This record from the OMol25 dataset describes an isolated molecule of C2H4OS2. The level of theory is ωB97M-V/def2-TZVPD.

Geometry as ORCA input:
```
! RIJCOSX wB97M-V def2-TZVPD def2/J DEFGRID3
* xyz 0 1
C 1.4019 -0.3474 0.0370
C 0.3807 0.0210 0.7469
S -1.1050 0.4014 -0.1744
O -1.6242 1.7449 0.0642
S -2.3181 -1.0506 0.0014
H 2.3802 -0.7772 0.3307
H 1.3104 -0.2679 -1.0209
H 0.0336 -0.0744 1.7012
H -0.4594 0.3503 -1.6862
*
```

## Properties
SMILES string: C=C[S@H](=O)=S
HOMO-LUMO gap, eV: 9.45
HOMO level, eV: -9.49

Taken from the Mulliken analysis, the atomic charges in e are: -0.552 0.039 0.431 -0.526 -0.270 0.231 0.069 0.424 0.154

***

(4)
This record from the OMol25 dataset describes an isolated molecule of C2H4OS2. The level of theory is ωB97M-V/def2-TZVPD.

Geometry as ORCA input:
```
! RIJCOSX wB97M-V def2-TZVPD def2/J DEFGRID3
* xyz 0 1
O -0.4788 1.4938 0.0180
C -0.7105 0.1689 -0.0024
S -2.2111 -0.3789 -0.0098
C 0.5692 -0.7088 0.0252
S 2.2543 -0.0450 0.0467
H 0.4275 1.8575 -0.3546
H 0.3423 -1.4981 -0.7429
H 0.3880 -1.3412 0.9392
H 2.8296 -0.9467 -0.7125
*
```

## Properties
SMILES string: OC(=S)CS
HOMO-LUMO gap, eV: 9.37
HOMO level, eV: -9.00

Taken from the Mulliken analysis, the atomic charges in e are: -0.482 0.370 -0.276 -0.521 -0.234 0.343 0.329 0.328 0.142

***

Quick one: most stable of them? (4)

***

(1)
This record from the OMol25 dataset describes an isolated molecule of C2H4OS2. The level of theory is ωB97M-V/def2-TZVPD.

Geometry as ORCA input:
```
! RIJCOSX wB97M-V def2-TZVPD def2/J DEFGRID3
* xyz 0 1
C 0.1435 -1.2192 -0.8427
C -0.4720 0.9812 0.5528
O -0.9349 1.9086 1.3389
S 1.4837 -0.8719 0.0302
S -1.3262 0.2121 -0.6056
H 0.2564 -1.1775 -1.9373
H -0.6047 -1.9200 -0.3613
H 0.3440 0.5004 0.9425
H -0.3028 2.0247 2.0512
*
```

## Properties
HOMO-LUMO gap, eV: 7.51
HOMO level, eV: -7.91

Taken from the Mulliken analysis, the atomic charges in e are: -0.492 0.278 -0.376 -0.436 -0.111 0.313 0.306 0.131 0.387

***

(2)
This record from the OMol25 dataset describes an isolated molecule of C2H4OS2. The level of theory is ωB97M-V/def2-TZVPD.

Geometry as ORCA input:
```
! RIJCOSX wB97M-V def2-TZVPD def2/J DEFGRID3
* xyz 0 1
O -0.2797 1.5785 -0.1294
C -0.5422 0.2773 0.1527
S -1.9297 -0.5747 -0.1656
C 0.5605 -0.1459 1.0080
S 1.9956 -0.3237 -0.2946
H -1.0866 2.0696 -0.5030
H 0.0970 -1.0188 1.4338
H 0.9991 0.5383 1.7374
H 1.0635 -0.6321 -1.2343
*
```

## Properties
SMILES string: OC(=S)CS
HOMO-LUMO gap, eV: 9.04
HOMO level, eV: -9.29

Taken from the Mulliken analysis, the atomic charges in e are: -0.376 0.058 -0.224 -0.399 -0.177 0.336 0.295 0.312 0.175

***

Quick one: most stable of them? (2)

***

(1)
This record from the OMol25 dataset describes H22O11 as an isolated structure. The level of theory is ωB97M-V/def2-TZVPD.

Geometry as ORCA input:
```
! RIJCOSX wB97M-V def2-TZVPD def2/J DEFGRID3
* xyz 0 1
O -1.9013 -0.1492 0.5148
H -2.0408 -0.7113 -0.2473
H -2.7081 -0.2299 1.0234
O 2.8562 -0.3554 -0.5496
H 1.9635 -0.0768 -0.3449
H 3.0890 0.1420 -1.3335
O 0.8178 1.6043 2.1498
H 1.4472 1.0236 2.5774
H 0.2613 1.9206 2.8615
O 0.1414 3.5487 0.0399
H 0.0649 2.6533 0.3696
H -0.7502 3.8949 0.0764
O 0.9929 -0.7383 -2.2131
H 1.1405 -0.5095 -1.2955
H 0.1108 -0.4177 -2.4015
O -1.6000 1.3964 -1.3502
H -2.4985 1.5297 -1.0484
H -1.0737 1.4107 -0.5508
O 0.8439 0.0139 -0.1955
H 0.6537 0.8478 0.2341
H 0.1201 -0.5582 0.0597
O -0.7130 1.4614 0.8091
H -1.3857 0.7908 0.9270
H -0.0893 1.3031 1.5178
O 0.9705 -2.5062 -0.4754
H 0.3545 -2.3267 0.2350
H 1.8262 -2.5415 -0.0478
O -0.7623 -2.4882 -1.4558
H -0.8681 -2.5446 -2.4055
H 0.1008 -2.0930 -1.3335
O -0.2901 -1.9056 0.9592
H -0.7964 -1.0993 1.0579
H -0.2777 -2.2900 1.8357
*
```

## Properties
HOMO-LUMO gap, eV: 7.90
HOMO level, eV: -8.99

Taken from the Mulliken analysis, the atomic charges in e are: -0.492 0.303 0.256 -0.811 0.770 0.229 -0.498 0.333 0.357 -0.750 0.614 0.265 -0.872 0.515 0.274 -0.735 0.264 0.657 -0.317 0.533 -0.204 -1.439 0.308 0.380 -0.796 0.311 0.315 -0.620 0.257 0.328 -0.475 0.450 0.291

***

(2)
This record from the OMol25 dataset describes a 11-piece molecular cluster, H22O11 overall. The level of theory is ωB97M-V/def2-TZVPD.

Geometry as ORCA input:
```
! RIJCOSX wB97M-V def2-TZVPD def2/J DEFGRID3
* xyz 0 1
O -2.9122 -0.1666 0.4079
H -3.4422 -0.0256 -0.2731
H -1.9272 0.0134 0.4339
H -3.1982 0.3784 1.2219
O -0.4192 0.5844 -0.1991
H 0.0788 -0.2116 0.1849
O 0.7668 2.7384 -1.5391
H 0.2508 1.8044 -1.2891
H 1.5158 2.3354 -2.0891
O 0.3228 -2.0766 1.8499
H 0.5878 -2.1926 2.7709
H 1.0898 -1.9786 1.4639
O 2.2078 0.5984 -2.4541
H 1.3288 0.4684 -2.6311
H 2.4248 0.0314 -1.7731
O -2.5892 2.1014 -0.9991
H -1.6792 1.8314 -0.7121
H -2.8582 2.6814 -0.3111
O 2.3298 -1.0336 0.0359
H 2.8888 -1.7486 -0.3431
H 2.9118 -0.7856 0.7269
O -0.9932 -3.7466 0.0589
H -1.5952 -3.9696 0.7129
H -0.4852 -3.0166 0.5379
O 1.9318 2.4034 1.4049
H 2.2758 1.6124 1.8289
H 1.2858 1.8774 0.8529
O -0.4752 -0.4326 -2.6611
H -0.5582 -1.3656 -2.7421
H -0.2672 -0.2806 -1.7881
O -0.2012 0.7254 2.7899
H -0.3092 -0.1926 2.6759
H -0.2892 1.0394 1.8449
*
```

## Properties
HOMO-LUMO gap, eV: 8.40
HOMO level, eV: -9.25

Taken from the Mulliken analysis, the atomic charges in e are: -0.299 0.382 0.259 0.471 -0.186 -0.121 -0.733 0.085 0.476 -0.645 0.317 0.318 -0.692 0.334 0.318 -0.701 0.324 0.309 -0.622 0.294 0.290 -0.644 0.279 0.388 -0.614 0.333 0.249 -0.666 0.309 0.209 -0.671 0.323 0.326

***

Quick one: most stable of them? (2)

***

(1)
This record from the OMol25 dataset describes a 11-piece molecular cluster, H22O11 overall. The level of theory is ωB97M-V/def2-TZVPD.

Geometry as ORCA input:
```
! RIJCOSX wB97M-V def2-TZVPD def2/J DEFGRID3
* xyz 0 1
O 15.3840 20.7391 15.0924
H 14.6808 20.9501 15.6741
H 15.0906 19.9204 14.6852
O 15.4368 15.7175 12.6378
H 16.3134 15.6662 12.1507
H 15.1408 14.8378 12.4646
O 17.0788 21.1852 12.6951
H 17.2878 21.9464 12.1464
H 16.6207 21.4711 13.5095
O 14.9738 18.7696 13.1218
H 14.8324 19.5983 12.5815
H 15.7528 18.3666 12.7912
O 14.0404 20.8256 11.8786
H 13.3866 21.5454 11.7943
H 14.6002 20.9144 11.1026
O 14.3662 23.2173 13.1799
H 14.0859 23.1183 14.0956
H 14.3996 22.3441 12.8370
O 11.8448 18.4659 11.0161
H 12.2919 18.9169 11.7413
H 12.4771 17.7454 10.8882
O 17.1270 16.5733 14.6303
H 17.5736 15.7393 14.5319
H 16.6669 16.4621 13.7776
O 15.3945 18.0308 16.0948
H 15.9127 17.6541 15.3745
H 14.6243 17.5055 16.0929
O 17.2533 18.4030 11.7120
H 16.9364 18.2001 10.8484
H 17.2537 19.3652 11.7349
O 13.0037 16.9984 13.4719
H 13.7279 17.5738 13.1653
H 13.3366 16.0638 13.4201
*
```

## Properties
SMILES string: O.O.O.O.O.O.O.O.O.O.O
HOMO-LUMO gap, eV: 9.79
HOMO level, eV: -10.11

Taken from the Mulliken analysis, the atomic charges in e are: -0.611 0.276 0.413 -0.602 0.340 0.239 -0.594 0.289 0.302 -0.709 0.281 0.425 -0.681 0.297 0.258 -0.608 0.323 0.402 -0.633 0.292 0.324 -0.631 0.298 0.250 -0.591 0.330 0.314 -0.663 0.327 0.271 -0.595 0.378 0.285

***

(2)
This record from the OMol25 dataset describes a 11-piece molecular cluster, H22O11 overall. The level of theory is ωB97M-V/def2-TZVPD.

Geometry as ORCA input:
```
! RIJCOSX wB97M-V def2-TZVPD def2/J DEFGRID3
* xyz 0 1
O -0.6292 -3.0246 -0.5674
H -0.8322 -3.8396 -0.1464
H -1.1212 -2.3596 -0.0744
O -0.0432 -1.4986 -2.2644
H 0.0098 -2.4066 -1.8934
H 0.1028 -0.8186 -1.4764
O 2.7628 -0.0656 1.2816
H 3.7008 0.0084 1.4706
H 2.5798 -0.8076 0.7166
O -2.5842 2.1024 -1.6994
H -2.9872 1.2994 -1.2214
H -2.8122 1.8094 -2.4714
O -1.5682 2.0084 1.4336
H -2.0102 2.6384 0.9826
H -2.0362 1.8974 2.2136
O -3.5042 -0.4886 -1.4024
H -3.1352 -0.7386 -0.6334
H -3.0162 -0.8936 -1.9594
O 2.7868 1.3874 -1.0114
H 2.9278 0.5654 -1.7584
H 2.3508 0.9864 -0.2084
O 1.5008 0.3544 3.6886
H 1.7848 -0.2706 3.0536
H 1.9838 0.0484 4.4666
O 2.0658 -2.6076 0.4906
H 1.4278 -3.0106 1.0536
H 1.7088 -2.8126 -0.5314
O 0.0788 -0.2116 -0.0164
H 0.8628 -0.2286 0.6056
H -0.7552 0.4204 0.3326
O -0.1962 3.5974 -1.0014
H -0.7902 4.2234 -0.5534
H -0.6142 2.7374 -0.9004
*
```

## Properties
SMILES string: O.O.O.O.O.O.O.O.O.O.O
HOMO-LUMO gap, eV: 9.74
HOMO level, eV: -10.12

Taken from the Mulliken analysis, the atomic charges in e are: -0.585 0.291 0.241 -0.718 0.332 0.424 -0.681 0.275 0.316 -0.545 0.406 0.206 -0.497 0.253 0.248 -0.616 0.267 0.316 -0.680 0.333 0.344 -0.590 0.279 0.302 -0.692 0.298 0.355 -0.478 0.324 0.295 -0.587 0.319 0.245

***

(3)
This record from the OMol25 dataset describes a 11-piece molecular cluster, H22O11 overall. The level of theory is ωB97M-V/def2-TZVPD.

Geometry as ORCA input:
```
! RIJCOSX wB97M-V def2-TZVPD def2/J DEFGRID3
* xyz 0 1
O -1.4408 -2.2882 -0.1211
H -2.0442 -2.7023 -0.7382
H -0.5702 -2.5085 -0.4524
O 3.0537 -0.3986 -2.0305
H 3.9160 -0.1792 -2.3835
H 3.0238 0.0401 -1.1803
O -3.1691 1.9434 -0.3267
H -2.3833 1.4650 -0.0623
H -3.3484 1.6377 -1.2158
O -0.0052 3.0384 1.7285
H 0.1375 2.7357 0.8317
H -0.7516 2.5257 2.0389
O -0.5348 0.5644 -0.2181
H 0.3855 0.3039 -0.2563
H -1.0189 -0.2611 -0.2374
O -3.1011 -0.2913 -2.0527
H -4.0423 -0.1198 -2.0840
H -3.0339 -1.2299 -1.8777
O -2.1812 -1.1782 2.1589
H -2.0331 -1.7980 2.8731
H -1.7985 -1.6016 1.3905
O 2.6833 2.0800 -0.5304
H 2.9419 2.7323 0.1206
H 2.4763 2.5909 -1.3130
O 0.9579 -2.4867 -1.6600
H 1.6080 -1.8027 -1.8204
H 0.9024 -2.9639 -2.4880
O 0.5070 -0.0180 2.6147
H 0.6549 -0.9515 2.7655
H -0.4218 0.0449 2.3920
O 3.1994 0.1621 1.4765
H 3.0160 0.6118 0.6517
H 2.4148 0.3031 2.0064
*
```

## Properties
SMILES string: O.O.O.O.O.O.O.O.O.O.O
HOMO-LUMO gap, eV: 10.41
HOMO level, eV: -10.50

Taken from the Mulliken analysis, the atomic charges in e are: -0.636 0.210 0.337 -0.681 0.282 0.285 -0.640 0.393 0.289 -0.621 0.320 0.287 -0.442 0.209 0.312 -0.587 0.329 0.247 -0.661 0.323 0.386 -0.569 0.274 0.274 -0.620 0.340 0.306 -0.591 0.290 0.308 -0.631 0.303 0.375

***

Quick one: most stable of them? (3)